1.
The following is a DFT calculation (wB97M-V/def2-TZVPD) of C5H12N2O2 as an isolated structure at a distorted geometry.

Output
**HOMO (alpha / beta)**: -7.4 / -7.4 eV
**LUMO (alpha / beta)**: 0.443 / 0.441 eV
**Net charge**: 0
**Frontier orbital gap (alpha / beta)**: 0.289 / 0.289 Ha

XYZ file:
```
21
Properties=species:S:1:pos:R:3:forces:R:3
C 1.421 -1.961 -0.348 -0.354 -0.012 -0.227
C 1.751 1.072 1.318 -0.698 -0.100 0.220
O 0.878 -0.683 -0.439 -1.936 0.111 -1.186
N 0.900 0.161 1.523 -1.883 1.626 1.157
H 0.655 -2.754 -0.284 0.024 0.049 0.045
H 2.042 -2.036 0.556 -0.131 0.002 0.066
H 2.067 -2.185 -1.210 -0.139 -0.038 -0.013
H 1.753 1.707 0.425 -0.197 0.418 0.279
H 2.496 1.257 2.099 0.389 -0.448 -0.482
C -1.204 0.314 -1.652 -0.012 -0.008 0.053
C -1.011 -0.260 -0.275 1.988 -2.277 -1.649
N -1.105 1.959 0.803 0.097 -0.448 -0.306
C -0.918 0.567 0.896 2.693 0.431 1.754
O -1.632 -1.457 -0.045 0.363 0.744 0.099
H -1.568 -1.999 -0.843 -0.032 0.060 0.026
H -0.839 2.421 1.665 -0.116 -0.107 -0.018
H -0.580 2.382 0.046 -0.018 -0.035 -0.029
H -1.344 0.134 1.792 -0.147 0.000 -0.141
H -0.989 -0.438 -2.414 0.040 0.019 0.164
H -0.531 1.153 -1.826 -0.017 -0.044 0.037
H -2.240 0.644 -1.785 0.087 0.059 0.156
```
Forces are in eV/Å.

---

2.
The following is a DFT calculation (wB97M-V/def2-TZVPD) of C31H42F6N5O4PTl as an isolated structure.

Output
**HOMO (alpha / beta)**: -13.3 / -13.3 eV
**LUMO (alpha / beta)**: -5.517 / -8.054 eV
**Net charge**: +2
**Frontier orbital gap (alpha / beta)**: 0.287 / 0.193 Ha
**⟨S²⟩**: 0.77
**Spin multiplicity**: 2

XYZ file:
```
90
Properties=species:S:1:pos:R:3:forces:R:3
Tl 0.522 0.749 -0.167 -0.223 0.201 0.133
C -5.540 -0.028 2.245 -0.001 -0.005 0.014
O -4.619 -0.920 1.615 0.010 -0.062 -0.017
C -4.652 -2.222 1.984 -0.032 0.095 0.011
C -5.499 -2.759 2.948 -0.007 0.007 -0.009
C -5.464 -4.119 3.222 0.021 -0.003 -0.015
C -4.584 -4.962 2.557 -0.008 0.023 0.019
C -3.718 -4.429 1.619 0.022 -0.004 0.012
C -3.745 -3.070 1.336 0.037 -0.054 -0.021
N -2.887 -2.544 0.324 0.046 -0.099 -0.029
C -1.959 -1.589 0.509 0.078 0.031 0.001
N -1.750 -1.222 1.768 -0.036 0.081 -0.063
C -1.002 -0.225 2.421 -0.085 0.093 0.058
C -0.084 0.660 1.882 0.076 -0.080 -0.173
C 0.563 1.584 2.697 -0.027 -0.003 0.032
C 0.291 1.634 4.054 -0.008 0.017 -0.033
C -0.638 0.765 4.605 0.051 -0.060 -0.002
C -1.279 -0.157 3.801 -0.110 0.015 0.077
O -2.258 -0.996 4.254 0.091 -0.035 -0.057
C -1.999 -1.713 5.473 -0.006 0.051 0.008
N -1.191 -1.141 -0.512 0.010 -0.148 0.027
C -1.478 -1.461 -1.789 -0.012 0.053 0.006
C -2.780 -1.596 -2.354 0.058 0.008 0.022
C -2.929 -2.054 -3.626 0.047 0.022 -0.050
C -1.791 -2.395 -4.399 -0.070 0.047 -0.031
C -0.512 -2.210 -3.925 0.053 0.090 0.012
C -0.335 -1.694 -2.648 -0.050 0.150 0.003
O 0.841 -1.427 -2.088 0.082 0.022 0.015
C 2.039 -1.743 -2.823 -0.040 -0.078 0.002
H -5.379 0.940 1.781 0.004 -0.002 0.002
H -5.340 0.039 3.315 -0.004 -0.002 0.002
H -6.568 -0.349 2.073 -0.002 0.009 -0.002
H -6.201 -2.126 3.469 -0.011 -0.002 0.005
H -6.140 -4.522 3.963 -0.006 0.000 0.003
H -4.569 -6.020 2.771 0.000 -0.008 0.004
H -3.014 -5.064 1.094 0.003 -0.003 -0.001
H -2.849 -3.050 -0.548 -0.045 0.033 -0.007
H -2.337 -1.707 2.445 -0.009 -0.008 0.010
H 1.256 2.298 2.269 0.008 0.004 0.003
H 0.780 2.368 4.679 0.011 -0.004 0.005
H -0.878 0.817 5.658 0.008 0.020 0.005
H -1.763 -1.033 6.289 -0.035 -0.005 0.020
H -1.179 -2.416 5.326 0.012 0.012 0.004
H -2.914 -2.249 5.706 -0.002 -0.009 -0.019
H -3.638 -1.301 -1.766 -0.004 0.014 0.004
H -3.914 -2.140 -4.062 -0.004 -0.003 -0.009
H -1.929 -2.769 -5.405 -0.013 -0.008 0.002
H 0.333 -2.427 -4.559 0.019 -0.003 -0.004
H 2.857 -1.460 -2.168 -0.016 -0.053 -0.015
H 2.073 -1.171 -3.748 -0.009 -0.004 -0.013
H 2.073 -2.813 -3.021 0.010 -0.001 -0.012
C 5.307 -0.480 1.223 0.005 0.003 -0.003
C 5.325 0.987 0.811 0.011 0.012 0.014
N 4.978 1.212 -0.600 0.008 0.000 -0.009
C 6.097 1.567 -1.492 0.011 0.004 -0.005
C 6.977 0.378 -1.835 -0.003 -0.001 0.006
C 3.730 1.090 -1.032 0.075 -0.033 0.162
C 3.436 1.241 -2.485 -0.061 0.132 -0.082
N 2.733 0.821 -0.203 -0.062 -0.081 -0.172
H 5.610 -0.568 2.266 -0.004 -0.001 0.005
H 6.003 -1.059 0.619 -0.001 -0.001 0.003
H 4.320 -0.932 1.122 0.007 -0.018 -0.002
H 6.323 1.396 0.951 -0.004 0.001 -0.001
H 4.664 1.589 1.442 0.003 0.007 -0.004
H 6.674 2.335 -0.976 -0.006 0.004 -0.010
H 5.700 2.029 -2.390 0.002 0.010 0.000
H 7.455 -0.039 -0.949 -0.001 -0.002 -0.001
H 7.766 0.692 -2.517 0.007 -0.001 -0.002
H 6.402 -0.412 -2.321 0.001 -0.006 -0.006
H 3.510 2.285 -2.788 -0.001 0.045 -0.020
H 2.429 0.909 -2.697 -0.137 0.062 -0.035
H 4.134 0.664 -3.090 0.002 0.008 -0.003
H 3.025 0.710 0.759 -0.007 0.028 0.008
F -0.215 1.358 -2.163 0.172 -0.387 0.090
P -0.390 2.032 -3.851 -0.090 0.197 -0.130
F -1.445 3.032 -3.200 -0.018 -0.014 -0.012
F -0.533 2.592 -5.303 0.002 -0.024 0.073
F -1.531 0.937 -4.023 -0.007 -0.186 0.012
F 0.784 3.044 -3.448 0.165 -0.188 0.007
F 0.721 0.938 -4.258 -0.041 -0.090 0.065
C 1.032 4.720 -1.091 -0.025 0.074 -0.048
C -0.240 4.155 -0.555 0.039 0.015 0.024
C -1.473 4.991 -0.635 0.011 0.012 -0.018
O -0.295 3.030 -0.064 0.042 0.040 0.016
H 1.250 5.665 -0.591 0.012 -0.001 0.034
H 0.902 4.939 -2.153 0.008 0.032 0.084
H 1.858 4.023 -0.961 -0.007 -0.012 -0.006
H -1.255 6.048 -0.494 0.004 0.002 0.012
H -2.217 4.646 0.077 -0.005 -0.005 0.004
H -1.874 4.870 -1.646 0.010 0.008 0.012
```
Forces are in eV/Å.

---

3.
The following is a DFT calculation (wB97M-V/def2-TZVPD) of an isolated ion of composition C2H3F3O3P and charge -1 at a distorted geometry.

Output
**HOMO**: -6.1 eV
**LUMO**: 3.949 eV
**Net charge**: -1
**Frontier orbital gap**: 0.368 Ha
**Structure (SMILES)**: C[P@](=O)([O-])OC(F)(F)F

XYZ file:
```
12
Properties=species:S:1:pos:R:3:forces:R:3
C 0.431 1.441 -0.929 -0.611 0.699 -1.092
P -0.756 0.066 -1.099 -0.451 -1.216 0.262
O -0.556 -0.557 -2.401 0.401 -0.681 -1.004
O -2.119 0.165 -0.505 1.335 0.753 0.202
O 0.169 -1.170 0.084 0.060 0.404 0.606
C 0.215 -1.245 1.357 0.266 -0.243 2.841
F -0.698 -2.069 2.008 -0.076 0.169 -1.222
F 0.091 -0.078 2.123 -0.071 0.027 -1.365
F 1.422 -1.761 1.936 -0.518 0.340 -1.608
H 0.583 2.081 -1.890 -0.474 -1.420 1.694
H -0.157 1.959 -0.210 0.039 1.434 0.796
H 1.374 1.171 -0.474 0.101 -0.265 -0.111
```
Forces are in eV/Å.

---

4.
The following is a DFT calculation (wB97M-V/def2-TZVPD) of HIOS as an isolated structure at a distorted geometry.

Output
**HOMO (alpha / beta)**: -9.4 / -9.4 eV
**LUMO (alpha / beta)**: -2.265 / -2.231 eV
**Net charge**: 0
**Frontier orbital gap (alpha / beta)**: 0.262 / 0.263 Ha

XYZ file:
```
4
Properties=species:S:1:pos:R:3:forces:R:3
O -1.165 0.289 0.577 3.043 -2.069 -0.642
S 0.540 -1.046 -0.163 -2.936 1.982 1.135
I 2.304 0.437 -0.179 -0.007 0.146 0.018
H -1.679 0.320 -0.234 -0.099 -0.060 -0.510
```
Forces are in eV/Å.